{"formula": "C4H12NO2", "method": "ωB97M-V with the def2-TZVPD basis set", "symbols": ["C", "C", "C", "N", "C", "H", "H", "H", "H", "H", "H", "H", "H", "H", "H", "O", "H", "H", "O"], "positions_angstrom": [[-3.3917, 1.3089, 0.8852], [-2.2991, 0.3595, 0.5355], [-1.7351, -0.4372, 1.4310], [-0.7445, -1.4166, 1.0695], [-0.6432, -2.0233, -0.0480], [-3.3884, 2.2435, 0.3231], [-4.3545, 0.8371, 0.6355], [-3.4152, 1.4865, 1.9564], [-1.9975, 0.3306, -0.5012], [-1.8884, -0.3744, 2.4928], [-0.0319, -1.6269, 1.7619], [0.1354, -2.7705, -0.1482], [-1.3263, -1.7720, -0.8474], [6.3857, 0.3543, -0.1049], [7.0203, 1.4786, -0.9082], [7.1301, 0.5461, -0.6828], [-0.8143, 1.1082, -2.8892], [0.6120, 1.4754, -2.6488], [-0.0955, 0.9324, -2.2685]], "atomic_forces_ev_per_a": [[-0.5321, -0.2804, 0.0619], [-0.2955, 0.2595, -0.0376], [0.5247, 0.0522, -0.1431], [-0.0799, 0.1690, -0.3199], [0.1335, 0.0566, 0.2046], [0.3594, -0.0819, 0.1188], [0.1912, 0.0071, -0.0052], [-0.0024, 0.2259, 0.0496], [0.1740, -0.1103, -0.1608], [-0.1406, -0.0643, 0.1747], [-0.1833, -0.0769, 0.2368], [0.0100, 0.1654, -0.2284], [-0.0720, -0.2323, -0.0078], [0.0507, -0.0387, 0.0359], [0.1125, -0.1600, 0.0112], [-0.1556, 0.2068, -0.0439], [-0.0611, -0.1343, 0.0882], [0.0283, -0.2307, 0.3269], [-0.0617, 0.2673, -0.3619]], "orbital_gap_ev": 8.17, "relative_energy_kcal_mol": 56.77, "largest_force_ha_per_bohr": 0.0118, "total_energy_ha": -364.54476, "total_charge": 1}



{"formula": "C4H11N2S", "method": "ωB97M-V with the def2-TZVPD basis set", "symbols": ["C", "N", "C", "C", "N", "C", "S", "H", "H", "H", "H", "H", "H", "H", "H", "H", "H", "H"], "positions_angstrom": [[0.7660, 0.8896, 1.7886], [-0.3134, 1.2423, 0.8845], [-0.4791, 0.2994, -0.2809], [-0.6567, -1.1176, 0.2488], [-1.0534, -2.1418, -0.7345], [0.5606, 0.5876, -1.3602], [0.4567, -0.4236, -2.8945], [0.8600, 1.6596, 2.5689], [0.5658, -0.0372, 2.3179], [1.7646, 0.8157, 1.3232], [-0.0543, 2.1316, 0.4731], [-1.4333, 0.6075, -0.7160], [-1.4592, -1.0677, 0.9906], [0.2229, -1.4676, 0.7880], [-0.2003, -2.4357, -1.2191], [-1.5023, -1.6366, -1.4952], [1.5804, 0.4987, -0.9725], [0.3751, 1.5959, -1.7105]], "atomic_forces_ev_per_a": [[0.4980, 0.4204, 0.4011], [0.0528, -0.4095, -0.2283], [0.0206, 0.8071, 0.2509], [-0.3850, -0.3515, -0.0855], [0.4585, 0.0834, 0.0027], [0.0880, -0.8743, -0.4746], [0.0662, -0.0057, -0.0852], [-0.1215, -0.0532, -0.1744], [-0.0891, -0.1331, -0.0481], [-0.1706, -0.1705, -0.0451], [-0.1786, 0.0902, -0.0271], [-0.1734, -0.2315, -0.0940], [0.0344, 0.1309, 0.2077], [0.1757, -0.0424, -0.1278], [-0.2807, 0.1629, 0.1303], [-0.1104, -0.1022, -0.0295], [-0.0693, 0.1648, 0.1514], [0.1843, 0.5141, 0.2753]], "orbital_gap_ev": 6.23, "relative_energy_kcal_mol": 18.50, "largest_force_ha_per_bohr": 0.0194, "total_energy_ha": -666.71709, "total_charge": -1, "smiles": "CN[C@H](CN)C[S-]"}



{"formula": "C20H21N6O4RuSe", "method": "ωB97M-V with the def2-TZVPD basis set", "symbols": ["Ru", "O", "N", "O", "C", "C", "C", "C", "C", "C", "N", "C", "C", "N", "C", "C", "C", "C", "H", "H", "H", "H", "H", "H", "H", "N", "C", "C", "C", "O", "O", "H", "H", "H", "H", "H", "H", "C", "N", "C", "C", "N", "C", "C", "Se", "H", "H", "H", "H", "H", "H", "H", "H"], "positions_angstrom": [[-0.5429, -0.1357, 0.9353], [4.7547, 4.4841, -1.5984], [3.6368, 4.1674, -1.9009], [2.9435, 4.6573, -2.7667], [3.0497, 3.0161, -1.1628], [3.9166, 2.1079, -0.6742], [3.4343, 0.9305, -0.0187], [4.2729, -0.0734, 0.5087], [3.7086, -1.1586, 1.1304], [2.3152, -1.2514, 1.2246], [1.5136, -0.3292, 0.7209], [2.0600, 0.7565, 0.1167], [1.1535, 1.7429, -0.3676], [-0.1835, 1.5170, -0.1407], [-1.0714, 2.4161, -0.5826], [-0.6846, 3.5806, -1.2258], [0.6537, 3.8340, -1.4355], [1.6192, 2.8890, -1.0186], [4.9806, 2.2749, -0.7884], [5.3487, 0.0274, 0.4332], [4.3203, -1.9350, 1.5682], [1.8479, -2.0718, 1.7548], [-2.1212, 2.1992, -0.4465], [-1.4406, 4.2802, -1.5536], [0.9650, 4.7450, -1.9257], [-2.6634, 0.2883, 1.3322], [-3.2547, -0.0115, 2.6890], [-2.2649, 0.2793, 3.8153], [-1.1312, -0.6765, 3.6555], [-0.9791, -1.7472, 4.1224], [-0.1432, -0.2566, 2.7062], [-2.8080, 1.2841, 1.1792], [-3.2735, -0.1547, 0.6453], [-3.5482, -1.0607, 2.7039], [-4.1531, 0.5906, 2.8179], [-2.7476, 0.0957, 4.7745], [-1.9135, 1.3114, 3.7864], [-0.2147, -4.7117, 1.6805], [0.4796, -4.3368, 0.4344], [1.4747, -5.0588, -0.1523], [1.8168, -4.4163, -1.3071], [1.0204, -3.3146, -1.4062], [1.0199, -2.3636, -2.5253], [0.2111, -3.2684, -0.3365], [-1.2283, -2.0774, -0.0192], [0.1997, -5.6545, 2.0237], [-1.2755, -4.8453, 1.4790], [-0.0659, -3.9479, 2.4422], [1.8554, -5.9708, 0.2767], [2.5458, -4.6712, -2.0580], [1.7631, -2.6875, -3.2474], [1.2754, -1.3702, -2.1616], [0.0413, -2.3559, -3.0009]], "atomic_forces_ev_per_a": [[0.1695, 0.3178, 0.3863], [0.0157, 0.0063, 0.0101], [-0.0005, -0.0132, 0.0021], [-0.0269, 0.0073, -0.0132], [-0.0044, -0.0134, 0.0144], [-0.0113, 0.0046, -0.0002], [0.0035, -0.0112, 0.0021], [0.0184, 0.0334, -0.0091], [-0.0104, -0.0280, 0.0183], [0.0513, -0.0324, 0.1568], [-0.1361, 0.0480, -0.1750], [0.0425, -0.0465, -0.0642], [0.0444, 0.0816, -0.0309], [0.0133, 0.0199, -0.0331], [-0.0788, 0.0715, -0.0861], [-0.0201, -0.0656, 0.0201], [0.0103, 0.0093, -0.0037], [0.0225, 0.0032, -0.0095], [-0.0015, 0.0009, -0.0032], [0.0034, -0.0054, -0.0009], [0.0025, 0.0025, 0.0010], [-0.0248, 0.0034, -0.0182], [0.0195, 0.0001, 0.0286], [-0.0020, 0.0000, -0.0049], [-0.0016, -0.0015, 0.0049], [0.0242, 0.0182, -0.0300], [0.0041, -0.0022, 0.0391], [-0.0896, 0.0066, -0.0288], [0.0939, 0.2162, -0.1668], [0.0288, -0.1381, 0.1320], [-0.1257, -0.2962, -0.0695], [0.0566, 0.0137, 0.0603], [-0.0136, 0.0355, -0.0023], [0.0301, -0.0024, -0.0046], [-0.0170, -0.0298, -0.0258], [-0.0100, -0.0046, -0.0211], [-0.0020, -0.0005, 0.0190], [-0.0140, 0.0121, -0.0151], [-0.1470, 0.0964, 0.0332], [0.1576, -0.0409, -0.1291], [0.0543, -0.1579, 0.0880], [-0.1208, 0.1758, -0.0293], [-0.0026, -0.0305, 0.0227], [0.1262, -0.0482, 0.0676], [-0.1596, -0.2217, -0.1228], [0.0143, 0.0090, 0.0089], [0.0073, -0.0053, 0.0036], [0.0034, 0.0050, -0.0111], [-0.0061, -0.0005, 0.0074], [-0.0061, -0.0010, -0.0091], [0.0010, -0.0019, -0.0010], [0.0028, -0.0004, -0.0049], [0.0110, 0.0008, -0.0032]], "orbital_gap_ev": 6.62, "relative_energy_kcal_mol": 0.00, "largest_force_ha_per_bohr": 0.0103, "total_energy_ha": -3899.52769, "total_charge": 3}



{"formula": "C36H78F3NO5P2", "method": "ωB97M-V with the def2-TZVPD basis set", "symbols": ["C", "C", "C", "C", "P", "C", "C", "C", "C", "C", "C", "C", "C", "C", "C", "C", "C", "H", "H", "H", "H", "H", "H", "H", "H", "H", "H", "H", "H", "H", "H", "H", "H", "H", "H", "H", "H", "H", "H", "H", "H", "H", "H", "H", "H", "H", "H", "H", "H", "H", "H", "H", "H", "C", "C", "C", "C", "P", "C", "C", "C", "C", "C", "C", "C", "C", "C", "C", "C", "C", "H", "H", "H", "H", "H", "H", "H", "H", "H", "H", "H", "H", "H", "H", "H", "H", "H", "H", "H", "H", "H", "H", "H", "H", "H", "H", "H", "H", "H", "H", "H", "H", "H", "H", "H", "H", "C", "O", "O", "C", "F", "F", "F", "C", "C", "H", "H", "H", "H", "H", "H", "N", "O", "O", "O"], "positions_angstrom": [[17.4447, 18.6095, 15.1357], [16.5895, 17.7094, 14.2370], [15.0710, 17.8689, 14.3380], [14.5898, 17.5434, 15.7631], [13.0436, 18.2569, 16.3003], [13.3482, 20.0121, 16.6314], [14.7529, 20.4020, 17.0954], [14.7898, 21.7279, 17.8871], [14.1396, 21.5963, 19.2607], [11.8670, 17.9678, 14.9489], [11.7964, 16.5084, 14.4675], [10.8648, 15.6085, 15.2625], [10.8067, 14.1807, 14.7046], [12.6328, 17.3243, 17.8119], [13.3074, 17.8178, 19.0928], [12.7688, 17.1447, 20.3316], [13.0746, 15.6544, 20.4694], [17.2598, 18.2567, 16.1557], [17.2070, 19.6682, 15.0674], [18.5088, 18.4546, 14.9830], [16.8187, 16.6478, 14.3388], [16.8382, 17.9205, 13.1879], [14.6700, 17.1221, 13.6528], [14.8089, 18.8888, 14.0401], [15.3454, 17.6303, 16.5537], [14.5243, 16.4482, 15.8138], [12.4806, 20.3678, 17.1988], [13.1485, 20.4513, 15.6441], [15.3090, 20.5723, 16.1718], [15.3016, 19.6580, 17.6754], [14.1731, 22.4686, 17.3616], [15.8025, 22.1206, 17.8498], [14.3843, 22.4249, 19.9203], [14.3731, 20.6382, 19.7325], [13.0459, 21.5288, 19.2236], [12.0860, 18.5998, 14.0902], [10.8567, 18.1668, 15.3206], [12.7659, 16.0031, 14.4295], [11.4285, 16.4860, 13.4372], [9.8675, 16.0577, 15.3303], [11.1532, 15.5217, 16.3173], [10.0882, 14.1446, 13.8794], [10.4545, 13.4293, 15.4054], [11.7854, 13.9466, 14.2871], [12.9185, 16.2877, 17.6341], [11.5479, 17.4651, 17.9099], [13.2360, 18.9035, 19.1899], [14.3779, 17.6282, 18.9599], [11.7475, 17.4212, 20.6121], [13.3072, 17.6175, 21.1630], [14.1496, 15.5217, 20.2740], [12.6630, 15.0072, 19.6902], [12.9511, 15.2954, 21.4874], [12.8949, 11.6608, 15.9338], [14.0124, 10.8552, 16.6369], [15.2175, 11.7513, 16.8764], [16.5715, 11.0016, 16.9356], [17.8299, 11.9944, 17.7944], [19.4244, 11.1134, 17.7766], [20.5335, 11.8737, 18.5759], [21.1504, 10.9718, 19.6412], [21.7840, 11.6675, 20.8684], [18.1106, 13.4662, 16.7753], [18.7280, 13.2312, 15.3858], [18.7542, 14.5347, 14.5738], [19.4873, 15.6921, 15.2948], [17.2035, 12.3102, 19.4872], [17.5843, 11.1221, 20.3875], [16.8687, 11.1711, 21.7432], [17.3358, 9.9852, 22.6372], [12.3039, 12.1542, 16.7104], [12.1782, 11.0284, 15.4092], [13.2762, 12.4298, 15.2663], [14.2536, 9.9815, 16.0307], [13.6145, 10.5449, 17.6023], [15.1247, 12.2671, 17.8330], [15.3178, 12.5376, 16.1268], [16.9397, 10.7612, 15.9302], [16.5127, 9.9826, 17.3333], [19.7249, 11.0396, 16.7304], [19.2953, 10.0779, 18.0958], [20.1578, 12.8177, 18.9665], [21.3326, 12.0222, 17.8487], [21.8412, 10.2217, 19.2507], [20.3752, 10.3367, 20.0920], [22.5663, 12.3348, 20.4917], [22.1768, 10.9130, 21.5392], [21.0768, 12.3631, 21.3217], [18.7776, 14.1167, 17.3499], [17.1655, 14.0245, 16.8056], [18.2061, 12.4349, 14.8490], [19.7509, 12.8717, 15.5195], [17.7694, 14.7399, 14.1682], [19.4445, 14.3106, 13.7496], [18.8129, 15.9117, 16.1368], [19.4560, 16.5669, 14.6582], [20.4076, 15.4148, 15.8001], [16.1458, 12.5455, 19.5371], [17.7686, 13.1418, 19.9118], [18.6533, 11.1077, 20.6044], [17.4098, 10.1308, 19.9504], [15.7897, 11.2751, 21.5937], [17.0560, 12.0806, 22.3253], [16.4960, 9.2838, 22.5644], [17.4146, 10.3019, 23.6709], [18.1966, 9.4415, 22.2607], [18.3473, 19.0315, 24.0791], [17.9743, 19.6242, 22.8048], [19.4242, 19.5838, 24.5813], [17.1197, 19.0677, 25.0303], [16.1993, 18.1062, 24.7055], [17.4371, 18.8622, 26.3132], [16.4365, 20.2417, 24.9882], [17.2745, 18.8228, 21.8875], [15.7913, 19.1359, 21.7831], [15.6156, 20.2122, 21.7337], [15.4366, 18.7018, 20.8401], [15.2222, 18.7191, 22.6166], [17.3749, 17.7356, 21.9821], [17.7434, 19.1116, 20.9415], [18.5834, 17.9633, 23.8678], [16.5639, 16.1388, 18.6465], [15.7961, 15.5451, 17.8352], [16.7510, 17.3702, 18.5552], [17.1239, 15.4985, 19.5611]], "atomic_forces_ev_per_a": [[-0.5254, -1.1592, 0.6935], [0.3380, 0.5802, -1.2199], [0.7183, 0.2077, 0.8173], [0.4592, -1.0601, -0.3499], [1.5252, -0.9025, 0.4691], [-1.1797, -0.2147, -0.7961], [0.3482, 0.8578, 0.0151], [-1.3362, -0.1060, -0.5350], [-0.0645, -0.6231, 0.3089], [-0.6337, -0.5852, 0.2446], [0.0537, -0.7212, -0.1290], [-0.4032, -0.3833, 1.1077], [-0.5135, 0.7090, -0.8115], [-0.7840, 0.8544, -0.2618], [0.3866, 0.2085, -0.7516], [0.5272, 0.1419, 1.5224], [1.2218, 0.0972, -0.7839], [0.1659, 0.4750, 0.1878], [-0.0647, 0.0233, -0.1569], [0.0246, 0.1555, -0.2700], [0.1924, 0.0426, 0.4570], [0.0128, -0.0025, 0.0221], [-0.4534, 0.3873, -0.1760], [-0.1672, -0.0988, -0.1585], [-0.0569, 0.7115, -0.0394], [-0.5485, 0.0747, 0.0618], [0.3644, 0.0399, 0.4962], [0.2152, 0.1641, 0.0441], [0.2262, -0.2304, 0.0777], [-0.2835, -0.2771, -0.0401], [0.2451, 0.0200, -0.2968], [0.1183, -0.1410, 0.5293], [0.0950, -0.0966, 0.1015], [0.6385, 0.2959, 0.2228], [0.0007, 0.4057, -0.4057], [0.1152, 0.3289, 0.2448], [0.0797, 0.5458, -0.0943], [0.1282, 0.3115, 0.0179], [0.0779, 0.2617, -0.0204], [-0.0298, -0.0705, -0.2723], [0.3397, 0.2367, -0.1300], [0.1715, -0.0008, -0.1175], [0.3085, 0.0568, 0.2439], [-0.0177, -0.4201, 0.1655], [-0.2904, -0.0673, -0.1133], [-0.0210, -0.5012, 0.0758], [-0.2762, -0.0408, 0.0006], [0.0089, -0.1024, 0.3777], [-0.2764, -0.2320, -0.7064], [0.1663, -0.0351, -0.0966], [0.0199, 0.2126, 0.1621], [-0.6871, -0.0131, 0.3643], [-0.5451, -0.1614, -0.1091], [-0.3277, -0.2571, 0.8095], [-0.5840, 0.7139, -0.6279], [1.0450, -0.2522, 0.4585], [0.1151, -0.4332, -0.5153], [-0.2289, -0.1132, -0.4815], [-0.1207, 0.2194, 0.2547], [0.2996, -1.3271, -0.6122], [-0.6584, -0.5954, 1.8274], [0.0562, 0.7366, -1.7375], [-0.0994, 0.1934, 0.7138], [-0.3635, 0.1355, 0.5496], [2.3109, -0.8983, -0.3435], [-2.8392, -0.5269, 1.0184], [1.6540, -0.5181, 0.1966], [-0.2713, -0.2154, 0.6302], [0.7246, 0.3838, 0.4471], [-2.1338, 0.0089, -0.7533], [0.0627, 0.2710, -0.1350], [0.1763, -0.0629, -0.1500], [0.0755, -0.1182, -0.1407], [0.2036, -0.0441, 0.1184], [0.1461, -0.4327, -0.0532], [-0.4009, 0.1660, -0.1385], [-0.1655, -0.0542, -0.1009], [0.0473, 0.4420, -0.0695], [-0.2058, 0.2786, 0.6624], [-0.2604, 0.0856, -0.0912], [-0.0445, 0.0899, 0.2937], [0.2271, 0.0901, 0.1266], [-0.0762, 0.7878, 0.0687], [0.1549, 0.3521, -0.4443], [-0.1506, 0.0584, -0.3027], [0.3470, -0.2511, 0.3458], [0.0472, 0.2194, 0.2937], [-0.1645, -0.3798, 0.3721], [0.0060, -0.1134, 0.1589], [-0.0433, -0.0238, -0.3213], [-0.1235, 0.1247, -0.1113], [0.0556, 0.0936, -0.0010], [-0.0433, 0.4503, 0.1349], [-0.6044, -0.1298, -0.4420], [0.2369, 0.5910, -0.0064], [0.7511, 0.0987, 0.0194], [0.4383, 0.0333, -0.7004], [-0.0089, 0.1123, -0.2991], [-0.3649, 0.4518, -0.3510], [0.0137, 0.3365, -0.1774], [-0.3348, 0.1002, -0.1783], [-0.0710, -0.7534, 0.0167], [0.5403, 0.2248, -0.5713], [0.3012, -0.3233, 0.4163], [0.3387, -0.1794, 0.0667], [0.3437, 0.3390, 0.1080], [2.5825, -0.0785, 0.7225], [-0.7128, -0.3476, 0.1622], [-1.0293, 0.3111, 0.0287], [-0.0985, 0.5687, -0.3326], [-0.1600, -0.1855, 0.0910], [-0.0198, -0.1627, 0.0044], [0.1040, -0.1671, 0.0502], [0.2319, 0.7946, -0.6808], [-0.2387, -0.0099, -0.1291], [0.0796, 0.0172, 0.1236], [-0.1196, -0.0841, 0.0506], [0.0040, 0.0827, -0.0529], [0.4069, 0.0477, 0.4238], [-0.1922, -0.3520, -0.3159], [-0.8423, -0.4893, -0.2010], [0.5418, 0.2756, 0.9304], [-0.0023, -0.0644, -0.1228], [-0.3888, -0.4546, -0.4668], [-0.3111, -0.0471, -0.7265]], "orbital_gap_ev": 3.96, "largest_force_ha_per_bohr": 0.0595, "total_energy_ha": -2831.47543}